[1]
An isolated molecule of C7H9N3O3S in a non-equilibrium geometry. Source: the OMol25 dataset; level of theory: ωB97M-V/def2-TZVPD.

Properties
- Structure (SMILES): [H]/N=[N+](\[O-])O[S@@](=C)(=O)c1cccc(N)c1
- ΔE to the lowest compared entry with this formula, charge and spin: 173.14 kcal per mole
- Orbital gap: 8.3080 eV

Atoms and positions in Å:
H: 2.3656 -0.4740 -2.3632
O: -1.4469 -3.6493 -0.3017
N: -1.5567 -2.4567 -0.4646
H: -1.9570 0.3406 2.9321
S: -0.5601 -1.0018 1.7682
O: -1.6368 -1.6377 0.6504
C: 0.1468 0.2834 0.6899
H: -1.4211 -2.3999 -2.2834
O: 0.4638 -2.0809 1.9335
N: -1.6073 -1.8141 -1.5276
C: 1.2144 0.9207 -1.3871
H: 1.0998 -1.0419 -0.6105
C: 0.5185 2.6289 0.0622
C: -1.2026 -0.3350 3.1584
C: -0.1330 1.6199 0.8341
C: 0.9120 2.2543 -1.2031
H: 1.9790 0.8564 -3.3743
H: -0.6337 2.0084 1.7569
C: 0.7680 -0.0520 -0.4842
N: 2.0097 0.4903 -2.4197
H: -1.2830 -0.9108 3.9642
H: 1.5599 2.8627 -1.7954
H: 0.4009 3.5885 0.4651

Here are the natural (NBO) charges for atoms 1 to 8, given in e: atom 1 (H): 0.3889, atom 2 (O): -0.3850, atom 3 (N): 0.5736, atom 4 (H): 0.2243, atom 5 (S): 1.9409, atom 6 (O): -0.6291, atom 7 (C): -0.2438, atom 8 (H): 0.3466

---

[2]
A cluster of 2 separate species, C7H9N6S in total in a non-equilibrium geometry. Source: the OMol25 dataset; level of theory: ωB97M-V/def2-TZVPD.

Properties
- Total charge: +1
- Orbital gap: 9.1987 eV

Atoms and positions in Å:
C: 0.2968 0.5548 -0.0390
C: 1.3212 -2.3492 -1.3345
N: -3.1754 1.3522 -0.4031
C: -2.8376 1.0782 -1.6468
H: -0.9140 0.5376 -2.5952
N: 1.4852 0.3952 -0.5963
N: -1.5073 0.8649 -1.7811
N: 2.5203 -2.4491 -1.3050
H: 3.1927 -3.2125 -1.1290
H: 1.1664 -0.4508 2.9405
H: 2.2645 0.0860 -0.1679
C: -2.0709 1.2783 0.3210
C: -0.8690 0.7580 2.1506
H: 1.4830 -1.2130 1.4588
N: 0.1934 0.3077 1.3387
N: -1.9710 1.2237 1.6614
C: 1.3770 -0.3005 1.9145
H: -0.8860 0.5618 3.3254
C: -0.9517 0.9045 -0.5434
H: -3.5071 1.1471 -2.4055
H: 2.1165 0.4115 1.9176
H: 1.4802 0.7276 -1.5157
S: -0.2072 -2.2139 -1.5662

Here are the natural (NBO) charges for atoms 1 to 8, given in e: atom 1 (C): 0.4854, atom 2 (C): 0.2109, atom 3 (N): -0.4082, atom 4 (C): 0.2680, atom 5 (H): 0.4471, atom 6 (N): -0.7358, atom 7 (N): -0.4971, atom 8 (N): -0.6854

---

Question: Which of these has the lowest orbital gap?
Answer: C7H9N3O3S

---

Question: What is the formula in the second record?
Answer: C7H9N6S